# 1
Below is an isolated ion of composition ClO3P and charge -2, with properties calculated with the ωB97M-V functional and the def2-TZVPD basis.

CARTESIAN COORDINATES (ANGSTROEM)
O  -0.30  0.62  1.35
P  -0.08  0.03  -0.01
O  -0.25  0.98  -1.18
O  -0.45  -1.61  -0.15
Cl  2.24  0.04  0.01

SMILES string: O=P([O-])([O-])Cl
Total charge: -2
Orbital gap (eV): 6.6
Highest occupied orbital energy (eV): 0.29
Energy relative to the best compared isomer or geometry (same formula, charge and spin) (eV): 0.000
E_LUMO (eV): 6.93

Atomic partial charges in e from the Mulliken method, atoms 1 to 4: -0.69, 0.83, -0.71, -0.82

=====

# 2
Below is C20H36CuO3SSi2 as an isolated structure, with properties calculated with the ωB97M-V functional and the def2-TZVPD basis.

CARTESIAN COORDINATES (ANGSTROEM)
C  3.34  -2.74  0.44
C  4.31  -2.57  1.35
Si  5.99  -1.93  0.74
S  6.87  -3.30  -0.65
O  5.87  -0.35  0.21
Si  5.53  -0.09  -1.43
C  4.09  1.14  -1.64
C  4.30  2.29  -0.64
O  3.20  3.20  -0.53
C  2.11  2.64  0.15
C  2.39  2.34  1.64
O  1.20  2.24  2.45
C  0.23  1.43  1.94
C  -1.07  1.85  1.92
C  -2.11  1.04  1.45
C  -1.83  -0.22  0.93
C  -2.84  -1.25  0.36
C  -2.26  -2.04  -0.85
C  -2.96  -2.33  1.50
C  -4.27  -0.74  0.14
C  -4.53  0.34  -0.97
C  -5.50  -0.30  -2.02
C  -5.34  1.52  -0.35
C  -3.31  0.86  -1.76
C  -0.49  -0.63  0.96
C  0.52  0.15  1.46
H  3.60  -2.86  -0.61
H  2.29  -2.73  0.74
H  4.17  -2.78  2.42
H  6.87  -1.93  1.92
H  5.83  -3.65  -1.43
H  5.18  -1.31  -2.17
H  6.76  0.47  -2.04
H  3.18  0.54  -1.47
H  4.17  1.47  -2.69
H  4.62  1.87  0.32
H  5.14  2.89  -1.01
H  1.24  3.31  0.06
H  1.81  1.70  -0.35
H  3.02  3.13  2.06
H  2.96  1.41  1.75
H  -1.30  2.84  2.33
H  -3.15  1.42  1.48
H  -1.54  -2.78  -0.49
H  -1.68  -1.39  -1.52
H  -3.04  -2.60  -1.37
H  -3.37  -1.91  2.43
H  -3.59  -3.13  1.10
H  -1.97  -2.77  1.70
H  -4.63  -0.34  1.10
H  -4.90  -1.62  -0.05
H  -6.36  -0.72  -1.49
H  -5.81  0.46  -2.75
H  -4.98  -1.11  -2.55
H  -5.15  2.47  -0.91
H  -5.18  1.62  0.74
H  -6.41  1.30  -0.47
H  -2.53  1.36  -1.16
H  -2.92  0.07  -2.40
H  -3.69  1.63  -2.47
H  -0.22  -1.60  0.56
H  1.56  -0.17  1.51
Cu  -3.39  2.90  0.38

Total charge: +1
Orbital gap (eV): 6.2
Highest occupied orbital energy (eV): -11.32
E_LUMO (eV): -5.14

Atomic partial charges in e from the Mulliken method, atoms 1 to 4: -0.58, -0.16, 0.32, -0.29

=====

# 3
Below is C2H7NO5 as an isolated structure, with properties calculated with the ωB97M-V functional and the def2-TZVPD basis.

CARTESIAN COORDINATES (ANGSTROEM)
O  -0.70  -0.99  1.79
C  -0.20  -1.39  0.65
N  -0.32  -0.54  -0.45
C  0.45  -0.92  -1.63
O  1.00  -2.02  -1.56
O  0.45  -0.12  -2.54
H  -0.58  -2.43  0.44
H  -0.37  0.47  -0.17
H  0.90  -1.53  0.83
H  -0.40  0.12  2.00
H  -0.14  1.70  2.83
O  -0.16  1.22  2.00
H  0.13  1.45  -1.81
H  0.11  2.93  -1.30
O  -0.18  2.06  -1.10

Total charge: 0
Orbital gap (eV): 5.1
Highest occupied orbital energy (eV): -10.54
Energy relative to the best compared isomer or geometry (same formula, charge and spin) (eV): 7.004
E_LUMO (eV): -5.48

Atomic partial charges in e from the Mulliken method, atoms 1 to 4: -0.45, -0.21, -0.01, 0.60

=====

# 4
Below is a 2-piece molecular cluster, H6S2Si2 overall, with properties calculated with the ωB97M-V functional and the def2-TZVPD basis.

CARTESIAN COORDINATES (ANGSTROEM)
Si  0.12  -2.51  -1.39
Si  -0.30  2.57  1.18
S  -1.26  -1.68  0.09
S  0.22  1.39  -0.48
H  1.13  -2.94  -0.47
H  -0.75  -3.39  -2.13
H  0.68  -1.61  -2.40
H  0.09  2.04  2.45
H  0.26  4.00  0.93
H  -1.75  2.59  0.90

Total charge: 0
Orbital gap (alpha / beta) (eV): 5.0 / 5.2
Highest occupied orbital energy (alpha / beta) (eV): -8.82 / -8.94
Energy relative to the best compared isomer or geometry (same formula, charge and spin) (eV): 3.262
E_LUMO (alpha / beta) (eV): -3.82 / -3.79

Atomic partial charges in e from the Mulliken method, atoms 1 to 4: 0.53, 0.42, -0.20, -0.20

=====

# 5
Below is a 2-piece molecular cluster, C4H13N2O overall, with properties calculated with the ωB97M-V functional and the def2-TZVPD basis.

CARTESIAN COORDINATES (ANGSTROEM)
C  -1.77  -0.80  -0.44
C  -0.32  -1.38  -0.23
C  0.46  -0.54  0.73
C  1.05  -1.12  1.81
N  0.51  0.80  0.47
N  -2.09  0.75  -0.30
H  -2.17  -1.12  -1.38
H  -2.33  -1.36  0.29
H  0.38  -1.35  -1.12
H  -0.48  -2.52  -0.01
H  1.16  -2.12  2.17
H  1.79  -0.60  2.36
H  0.87  1.30  1.33
H  -1.20  1.16  -0.01
H  1.06  0.95  -0.34
H  -2.45  1.12  -1.17
H  -2.77  0.91  0.44
H  3.15  1.72  -0.93
H  2.77  2.26  -2.19
O  2.39  1.95  -1.46

Total charge: +1
Orbital gap (eV): 9.3
Highest occupied orbital energy (eV): -12.45
Energy relative to the best compared isomer or geometry (same formula, charge and spin) (eV): 2.773
E_LUMO (eV): -3.15

Atomic partial charges in e from the Mulliken method, atoms 1 to 4: -0.64, -0.57, 0.73, -1.24

=====

# 6
Below is one molecule with the formula C19H24N2O3S, with properties calculated with the ωB97M-V functional and the def2-TZVPD basis.

CARTESIAN COORDINATES (ANGSTROEM)
C  -6.81  -0.89  -0.44
O  -5.93  -0.06  0.28
C  -4.63  0.02  -0.12
C  -4.09  -0.67  -1.20
C  -2.74  -0.50  -1.50
C  -1.93  0.33  -0.75
C  -0.49  0.53  -1.09
O  -0.12  1.45  -1.79
C  0.48  -0.48  -0.52
C  0.24  -1.89  -1.07
C  1.29  -2.83  -0.47
C  1.20  -2.79  1.06
N  1.29  -1.46  1.64
C  2.60  -0.96  2.00
C  3.45  -0.42  0.89
C  4.32  -1.07  0.07
N  4.92  -0.31  -0.88
C  4.57  0.92  -0.82
C  5.04  1.99  -1.74
S  3.42  1.27  0.46
C  0.38  -0.53  1.02
C  -2.49  1.04  0.33
O  -1.63  1.84  1.01
C  -2.14  2.62  2.07
C  -3.83  0.87  0.64
H  -6.49  -1.93  -0.41
H  -7.77  -0.79  0.05
H  -6.90  -0.56  -1.48
H  -4.69  -1.32  -1.81
H  -2.33  -1.02  -2.35
H  1.48  -0.16  -0.82
H  0.32  -1.89  -2.16
H  -0.75  -2.23  -0.78
H  2.29  -2.51  -0.79
H  1.13  -3.85  -0.81
H  1.98  -3.41  1.50
H  0.23  -3.20  1.36
H  3.14  -1.78  2.48
H  2.45  -0.17  2.74
H  4.55  -2.12  0.12
H  5.53  2.78  -1.17
H  4.19  2.43  -2.27
H  5.73  1.56  -2.45
H  0.57  0.47  1.43
H  -0.63  -0.83  1.29
H  -1.29  3.20  2.43
H  -2.51  1.99  2.88
H  -2.93  3.29  1.74
H  -4.29  1.39  1.46

SMILES string: COc1ccc(C(=O)[C@@H]2CCCN(Cc3cnc(C)s3)C2)c(OC)c1
Total charge: 0
Orbital gap (eV): 8.7
Highest occupied orbital energy (eV): -8.10
Energy relative to the best compared isomer or geometry (same formula, charge and spin) (eV): 1.851
E_LUMO (eV): 0.64

Atomic partial charges in e from the Mulliken method, atoms 1 to 4: -0.86, -0.45, 0.49, -0.78

=====

# 7
Below is C18H17IMnN2O6PS as an isolated structure, with properties calculated with the ωB97M-V functional and the def2-TZVPD basis.

CARTESIAN COORDINATES (ANGSTROEM)
Mn  0.00  -0.04  0.09
O  0.09  1.47  1.30
N  -0.89  2.37  1.43
C  -0.71  3.41  2.30
C  -1.68  4.35  2.47
C  -2.88  4.26  1.75
C  -3.06  3.18  0.89
C  -2.06  2.24  0.72
S  -2.19  0.87  -0.31
H  0.24  3.40  2.81
H  -1.51  5.17  3.15
H  -3.65  5.00  1.87
H  -3.97  3.04  0.33
O  3.25  -4.56  -1.85
C  2.59  -3.60  -1.48
C  3.06  -2.53  -0.49
O  4.18  -2.53  0.03
C  1.94  -1.65  -0.33
C  0.85  -2.09  -1.13
O  -0.30  -1.53  -0.94
C  1.19  -3.27  -1.88
O  0.52  -3.92  -2.70
O  1.70  -0.71  0.52
C  0.40  -2.32  2.64
P  -0.83  -1.31  1.75
C  -1.65  -0.44  3.15
C  -2.10  -2.55  1.30
H  -0.06  -2.86  3.47
H  1.19  -1.66  3.00
H  0.85  -3.03  1.94
H  -1.98  -1.14  3.90
H  -2.50  0.12  2.76
H  -0.93  0.26  3.57
H  -2.41  -3.11  2.17
H  -1.67  -3.23  0.55
H  -2.94  -2.04  0.85
I  2.79  2.09  0.46
C  1.70  1.93  -1.34
C  2.07  2.75  -2.37
C  1.50  2.56  -3.63
C  0.64  1.47  -3.78
C  0.32  0.70  -2.70
N  0.79  0.93  -1.44
H  2.80  3.52  -2.20
H  1.75  3.21  -4.45
H  0.23  1.21  -4.75
H  -0.35  -0.15  -2.80

Total charge: -1
Orbital gap (alpha / beta) (eV): 6.1 / 5.9
Highest occupied orbital energy (alpha / beta) (eV): -3.83 / -3.61
⟨S²⟩: 0.7720
2S+1: 2
Energy relative to the best compared isomer or geometry (same formula, charge and spin) (eV): 1.107
E_LUMO (alpha / beta) (eV): 2.25 / 2.25

Atomic partial charges in e from the Mulliken method, atoms 1 to 4: -0.19, -0.45, 0.41, -0.36

=====

# 8
Below is one molecule with the formula C3H7N3S2, with properties calculated with the ωB97M-V functional and the def2-TZVPD basis.

CARTESIAN COORDINATES (ANGSTROEM)
H  0.68  -1.66  1.72
N  1.37  -1.33  0.96
C  0.66  -0.80  -0.02
N  1.29  0.01  -0.83
N  2.69  0.01  -0.54
S  -1.06  -1.44  -0.53
C  -2.03  -0.14  -0.21
C  -1.54  1.33  0.25
S  -3.81  -0.61  -0.17
H  0.93  -0.26  -1.83
H  2.78  0.98  0.03
H  2.80  -0.92  0.03
H  -1.05  1.78  -0.49
H  -1.21  1.05  1.29
H  -2.51  2.00  0.35

SMILES string: [H]/N=C(/NN)SC(C)=S
Total charge: 0
Orbital gap (eV): 7.9
Highest occupied orbital energy (eV): -8.61
Energy relative to the best compared isomer or geometry (same formula, charge and spin) (eV): 4.571
E_LUMO (eV): -0.71

Atomic partial charges in e from the Mulliken method, atoms 1 to 4: 0.27, -0.75, 0.37, -0.14